## P
12
Properties=species:S:1:pos:R:3:mulliken_charge:R:1 method="wB97M-V/def2-TZVPD" total_charge=0 lumo_energy_ev=-1.1387 e_homo_ev=-9.6434 gap_ev=8.5 spin_multiplicity=1
C -1.698 0.519 0.353 -0.4031
N -0.092 -0.329 -0.648 -0.3394
C 1.065 -0.625 -0.229 0.4054
C 2.004 -1.385 -1.022 -0.0461
N 2.758 -1.986 -1.661 -0.2984
C 0.830 1.431 1.844 -0.1781
N -0.024 1.699 1.070 -0.5393
H -2.043 -0.498 0.189 0.3168
H -1.935 1.225 -0.432 0.2699
H -1.896 0.868 1.354 0.3408
H -0.339 -0.671 -1.579 0.2310
H 1.370 -0.250 0.760 0.2404



## Q
12
Properties=species:S:1:pos:R:3:mulliken_charge:R:1 method="wB97M-V/def2-TZVPD" total_charge=0 lumo_energy_ev=0.5111 e_homo_ev=-8.7955 gap_ev=9.3 spin_multiplicity=1 smiles=Nc1cncnc1
N -2.013 0.158 -0.105 -0.6739
C -0.673 0.058 0.299 0.4770
C 0.116 1.191 0.437 -0.2639
N 1.424 1.125 0.161 -0.5590
C 1.852 -0.036 -0.309 -0.0310
N 1.201 -1.210 -0.308 -0.5109
C 0.008 -1.177 0.221 -0.2163
H -1.931 0.787 -0.903 0.3075
H -2.244 -0.741 -0.518 0.2960
H -0.313 2.138 0.787 0.4101
H 2.913 -0.184 -0.427 0.3531
H -0.340 -2.111 0.665 0.4114



Most stable structure: Q



## P
53
Properties=species:S:1:pos:R:3:mulliken_charge:R:1 method="wB97M-V/def2-TZVPD" total_charge=0 lumo_energy_ev=-2.8638 e_homo_ev=-8.5030 gap_ev=5.6 spin_multiplicity=1
W -1.020 0.167 -0.161 2.0398
N -1.723 -0.215 5.368 -0.4610
N -0.687 0.721 5.337 -0.1232
C -0.067 1.068 4.168 0.5332
O 0.547 2.126 4.080 -0.6406
O -0.103 0.164 3.212 -0.3335
H -2.562 0.212 5.740 0.2266
H -1.491 -1.004 5.960 0.2051
H -0.614 1.415 6.065 0.2588
O -0.385 1.586 1.259 -0.1834
S 0.891 0.832 1.770 0.0926
O 1.803 1.477 0.313 -0.3448
O 0.558 -0.476 0.950 -0.4308
C 1.755 2.724 -0.191 0.4709
C 3.001 3.370 -0.189 -0.4142
C 3.195 4.644 -0.676 -0.5335
C 2.116 5.353 -1.183 -0.7749
C 0.882 4.740 -1.205 -0.9279
C 0.663 3.430 -0.755 0.9321
S -1.114 3.217 -1.231 0.0953
O 0.270 0.420 -1.663 -0.4029
O -1.089 2.922 -2.660 -0.4222
O -1.759 1.848 -0.558 -0.0388
H 3.823 2.808 0.233 0.4445
H 4.182 5.087 -0.643 0.3875
H 2.229 6.363 -1.553 0.4019
H 0.041 5.298 -1.606 0.4233
N 2.013 -6.000 -2.578 -0.3427
C 1.171 -5.950 -1.534 -0.0829
S 0.766 -7.249 -0.622 -0.3276
C 0.642 -4.586 -1.236 0.9402
C 1.444 -3.458 -1.337 -1.0544
C 0.916 -2.216 -1.044 -0.1886
N -0.362 -2.040 -0.685 0.2960
C -1.132 -3.133 -0.578 -0.5471
C -0.673 -4.406 -0.833 -0.8697
H 2.403 -6.890 -2.839 0.2185
H 2.145 -5.212 -3.189 0.2006
H 2.489 -3.523 -1.608 0.5232
H 1.535 -1.334 -1.089 0.5961
H -2.164 -2.982 -0.305 0.3960
H -1.335 -5.253 -0.720 0.4364
Cl 0.202 -1.625 -4.350 -0.1489
C -0.357 0.051 -4.012 0.7553
Cl -1.776 0.393 -4.981 -0.1102
Cl 0.950 1.165 -4.379 -0.1094
C -0.716 0.074 -2.528 -0.1990
N -1.813 -0.286 -2.018 -0.6290
Se -2.778 2.710 2.922 -0.2103
Sb -3.938 0.540 2.750 0.9961
Se -5.326 -0.695 4.197 -0.4832
Se -4.745 2.507 1.479 -0.3097
Se -2.904 -0.898 0.937 -0.2257



## Q
53
Properties=species:S:1:pos:R:3:mulliken_charge:R:1 method="wB97M-V/def2-TZVPD" total_charge=0 lumo_energy_ev=-2.4322 e_homo_ev=-8.2451 gap_ev=5.8 spin_multiplicity=1
W 0.426 1.063 -0.606 0.9790
N -0.674 2.741 2.890 -0.3498
N -1.298 3.219 1.700 -0.3541
C -0.772 2.668 0.531 1.1143
O -1.211 3.144 -0.574 -0.7154
O -0.984 1.113 0.497 -0.3101
H -1.052 3.264 3.670 0.2116
H 0.323 2.943 2.848 0.2263
H -1.242 4.228 1.586 0.2775
O 0.802 -0.918 -3.351 0.0010
S 2.060 0.018 -3.327 1.4702
O 3.177 -0.606 -3.937 -0.6838
O 2.248 0.390 -1.926 -0.5294
C 1.474 1.269 -4.470 -0.1009
C 2.161 1.283 -5.669 -0.5597
C 1.699 2.055 -6.736 -0.6480
C 0.538 2.785 -6.616 -0.6461
C -0.141 2.798 -5.398 -0.6684
C 0.312 2.054 -4.330 0.9542
S -0.436 2.451 -2.745 0.2445
O -0.849 1.041 -2.228 -0.4829
O 0.736 2.566 0.531 -0.6097
O 0.925 2.491 -1.990 -0.4138
H 3.045 0.672 -5.780 0.5645
H 2.257 2.060 -7.662 0.4256
H 0.167 3.369 -7.447 0.4141
H -1.019 3.422 -5.270 0.4635
N -0.790 -3.324 6.345 -0.2871
C -1.946 -3.127 5.692 -0.2522
S -3.417 -3.424 6.361 -0.3403
C -1.784 -2.627 4.296 0.7795
C -2.649 -1.672 3.780 -0.4074
C -2.430 -1.204 2.493 -0.5795
N -1.450 -1.641 1.708 0.0227
C -0.642 -2.576 2.196 -0.5521
C -0.758 -3.094 3.479 -0.7300
H -0.827 -3.644 7.298 0.2101
H 0.086 -2.996 5.974 0.1954
H -3.459 -1.291 4.386 0.4290
H -3.056 -0.420 2.081 0.3728
H 0.152 -2.913 1.539 0.5699
H -0.074 -3.863 3.815 0.4936
Cl 1.344 -3.835 -2.762 -0.1258
C -0.152 -2.922 -2.480 0.7555
Cl -1.061 -3.626 -1.163 -0.0822
Cl -1.147 -2.918 -3.949 -0.1264
C 0.257 -1.495 -2.124 -0.0025
N 0.176 -0.919 -1.050 -0.4558
Se 4.189 -1.618 3.921 -0.4926
Sb 2.448 -0.130 3.398 0.7369
Se 0.359 0.010 4.766 0.0438
Se 1.947 1.860 4.848 -0.4277
Se 2.008 -0.172 0.962 -0.0219



Most stable structure: P



## P
9
Properties=species:S:1:pos:R:3:mulliken_charge:R:1 method="wB97M-V/def2-TZVPD" total_charge=0 lumo_energy_ev=-0.3021 e_homo_ev=-9.0765 gap_ev=8.8 spin_multiplicity=1 smiles="C=CSOS"
C -1.169 0.219 -1.040 -0.5680
C -0.151 0.024 -0.220 -0.0170
O 2.472 -0.024 -0.063 -0.3209
S 2.855 0.329 1.461 -0.0128
S 1.100 -1.183 -0.420 0.0668
H -1.902 0.981 -0.832 0.2482
H -1.322 -0.371 -1.928 0.2362
H -0.002 0.619 0.670 0.2330
H 3.645 -0.739 1.736 0.1344



## Q
9
Properties=species:S:1:pos:R:3:mulliken_charge:R:1 method="wB97M-V/def2-TZVPD" total_charge=0 lumo_energy_ev=-0.9005 e_homo_ev=-9.6831 gap_ev=8.8 spin_multiplicity=1 smiles="CSSC=O"
C 1.913 0.467 -0.353 0.2055
C -1.568 -0.152 0.289 -0.6156
O 2.933 1.085 -0.316 -0.4179
S 1.484 -0.791 0.774 -0.0941
S -0.457 -1.198 -0.507 -0.1334
H 1.049 0.546 -1.038 0.2434
H -2.473 -0.282 -0.347 0.2711
H -1.220 0.915 0.160 0.2813
H -1.660 -0.592 1.338 0.2598



## R
9
Properties=species:S:1:pos:R:3:mulliken_charge:R:1 method="wB97M-V/def2-TZVPD" total_charge=0 lumo_energy_ev=-1.3232 e_homo_ev=-8.7436 gap_ev=7.4 spin_multiplicity=1 smiles="OC=S.C=S"
C -1.910 -1.870 -0.736 -0.2981
C 1.715 1.496 0.808 0.0882
O 0.742 1.600 -0.103 -0.3037
S -0.442 -1.278 -1.208 -0.2104
S 2.502 2.742 1.478 -0.2731
H -2.529 -1.226 -0.019 0.2294
H -2.122 -2.784 -1.141 0.3173
H 1.676 0.508 1.267 0.2270
H 0.370 0.813 -0.346 0.2234



Most stable structure: Q



## P
17
Properties=species:S:1:pos:R:3:mulliken_charge:R:1 method="wB97M-V/def2-TZVPD" total_charge=0 lumo_energy_ev=0.7698 e_homo_ev=-7.1312 gap_ev=7.9 spin_multiplicity=1 smiles="N=C(N)N.C=CN"
C -0.928 -0.129 -0.549 0.6848
N -0.951 -1.516 -0.684 -0.4381
N -0.098 0.556 -1.502 -0.5063
N -1.844 0.575 0.008 -0.8105
H -0.244 -1.967 -1.243 0.2377
H -1.854 -1.967 -0.644 0.1785
H 0.037 0.102 -2.399 0.1993
H -0.343 1.529 -1.576 0.2601
H -2.436 0.020 0.622 0.1997
N 0.462 0.839 1.945 -0.6004
C 1.074 -0.081 1.080 -0.1694
C 1.768 0.320 -0.022 -0.6340
H 0.140 0.431 2.813 0.2496
H -0.285 1.353 1.501 0.3318
H 1.270 -1.063 1.502 0.2931
H 2.429 -0.369 -0.526 0.3072
H 1.805 1.368 -0.327 0.2168



## Q
17
Properties=species:S:1:pos:R:3:mulliken_charge:R:1 method="wB97M-V/def2-TZVPD" total_charge=0 lumo_energy_ev=1.0605 e_homo_ev=-8.7904 gap_ev=9.9 spin_multiplicity=1
C -0.699 0.406 -0.222 0.0753
C 1.607 1.148 -0.552 -0.9629
N 0.712 0.299 0.216 -0.4181
N -1.245 1.716 0.065 -0.6174
N 0.119 -2.365 -0.019 -0.4051
C -0.886 -1.744 0.661 -0.0470
N -1.459 -0.627 0.423 -0.5879
H 0.758 0.560 1.199 0.1950
H -0.705 0.272 -1.317 0.4486
H -2.120 1.855 -0.424 0.2394
H -1.447 1.775 1.059 0.2488
H 0.768 -1.738 -0.481 0.2560
H 0.530 -3.204 0.370 0.2384
H -1.456 -2.418 1.309 0.3678
H 1.321 2.197 -0.507 0.3652
H 1.576 0.841 -1.600 0.2881
H 2.625 1.028 -0.183 0.3158



## R
17
Properties=species:S:1:pos:R:3:mulliken_charge:R:1 method="wB97M-V/def2-TZVPD" total_charge=0 lumo_energy_ev=0.9611 e_homo_ev=-7.2391 gap_ev=8.2 spin_multiplicity=1 smiles="CN(C)/C(N)=N/N"
C 0.208 -1.669 -0.968 -0.8834
C -1.940 -0.230 -0.633 -0.8887
N -0.598 -0.570 -0.189 -0.0201
C 0.211 0.300 0.472 0.5064
N 2.248 1.174 0.953 -0.7905
N -0.370 1.345 1.125 -0.4750
N 1.513 0.148 0.409 -0.2515
H 3.220 0.872 1.025 0.2546
H 2.249 1.965 0.305 0.1957
H 0.348 1.802 1.680 0.3246
H -1.245 1.123 1.576 0.2071
H -2.435 -1.104 -1.069 0.2926
H -2.558 0.118 0.202 0.2768
H 0.603 -1.225 -1.884 0.3122
H -0.523 -2.439 -1.225 0.3148
H 0.985 -2.169 -0.385 0.2962
H -1.916 0.559 -1.394 0.3282



Most stable structure: Q



## P
17
Properties=species:S:1:pos:R:3:mulliken_charge:R:1 method="wB97M-V/def2-TZVPD" total_charge=0 lumo_energy_ev=1.2950 e_homo_ev=-7.7940 gap_ev=9.1 spin_multiplicity=1 smiles=CN[C@H]1[C@@H](N)N1N
C -0.603 0.199 -1.047 -0.1895
C -0.823 -0.407 2.268 -0.8213
N 0.271 -0.098 1.370 -0.3285
N 1.641 -0.785 -1.789 -0.7026
N -0.991 1.559 -0.886 -0.6026
C 0.154 -0.588 -0.008 -0.2659
N 0.976 0.156 -0.940 -0.1476
H 0.647 0.843 1.410 0.2940
H -1.161 -0.378 -1.778 0.4263
H 2.456 -1.149 -1.289 0.2389
H 2.051 -0.277 -2.574 0.2356
H -0.199 2.041 -0.449 0.2816
H -1.191 2.014 -1.772 0.2514
H 0.077 -1.673 -0.093 0.4633
H -1.551 0.409 2.273 0.2701
H -1.333 -1.344 2.023 0.3181
H -0.421 -0.522 3.281 0.2787



## Q
17
Properties=species:S:1:pos:R:3:mulliken_charge:R:1 method="wB97M-V/def2-TZVPD" total_charge=0 lumo_energy_ev="-0.2425 / -0.1616" e_homo_ev="-6.7242 / -7.2334" gap_ev="6.5 / 7.1" spin_multiplicity=1
C 0.753 -1.516 0.172 -0.8169
C 0.463 0.150 1.863 -0.9076
N -0.083 -0.473 0.694 -0.3692
N -1.269 0.928 -0.754 -0.0766
C 0.000 1.068 -0.862 0.2994
N -1.974 -0.072 -1.309 -0.2615
N 1.115 1.560 -0.941 -0.5837
H -0.988 2.038 -1.830 0.2497
H -2.964 0.108 -1.267 0.2666
H -1.636 -0.451 -2.184 0.2339
H 1.809 1.192 -0.290 0.3068
H 0.818 -2.354 0.886 0.3233
H 1.800 -1.210 -0.037 0.2799
H 0.316 -1.910 -0.751 0.2024
H 0.445 -0.546 2.719 0.3041
H -0.133 1.022 2.139 0.2621
H 1.525 0.467 1.752 0.2874



Most stable structure: P



## P
11
Properties=species:S:1:pos:R:3:mulliken_charge:R:1 method="wB97M-V/def2-TZVPD" total_charge=0 lumo_energy_ev="0.0103 / 0.0521" e_homo_ev="-7.4176 / -7.4290" gap_ev="7.4 / 7.5" spin_multiplicity=1
C 1.532 -0.439 -0.023 -0.3765
N 0.269 -0.141 0.139 0.0430
C -0.628 -0.438 1.118 -0.2315
N -1.829 0.145 0.862 -0.2364
N -1.838 0.790 -0.234 -0.3887
C -0.531 0.622 -0.848 -0.4273
H 2.063 -0.025 -0.869 0.2580
H -0.611 0.006 -1.749 0.3232
H 2.018 -1.092 0.688 0.2524
H -0.386 -1.005 2.002 0.4096
H -0.059 1.578 -1.086 0.3741



## Q
11
Properties=species:S:1:pos:R:3:mulliken_charge:R:1 method="wB97M-V/def2-TZVPD" total_charge=0 lumo_energy_ev=0.3737 e_homo_ev=-9.2830 gap_ev=9.7 spin_multiplicity=1
C -1.609 0.021 0.178 -0.7700
N -0.186 0.114 -0.176 0.2106
C 0.846 0.887 0.565 -0.4987
C 1.918 0.105 0.240 -0.2133
N 1.597 -1.093 -0.420 -0.2262
N 0.384 -1.178 -0.675 -0.2968
H -2.139 -0.454 -0.654 0.2977
H -1.727 -0.575 1.082 0.2987
H -1.970 1.034 0.348 0.3566
H -0.072 0.827 -0.917 0.4245
H 2.959 0.312 0.428 0.4169



Most stable structure: P



## P
11
Properties=species:S:1:pos:R:3:mulliken_charge:R:1 method="wB97M-V/def2-TZVPD" total_charge=0 lumo_energy_ev=0.7443 e_homo_ev=-9.6479 gap_ev=10.4 spin_multiplicity=1 smiles="[H]/N=C/[C@@H]1N=C1N"
N 2.170 -0.309 0.573 -0.4426
C 1.040 -0.390 -0.163 0.1800
C -0.198 0.196 -0.621 0.1078
N -2.457 0.851 -0.213 -0.5836
C -1.452 0.178 0.174 -0.1389
N 0.406 -1.188 -0.902 -0.5573
H 2.858 -1.028 0.392 0.2633
H 2.545 0.609 0.755 0.2538
H -0.207 0.914 -1.442 0.3263
H -3.258 0.676 0.395 0.2535
H -1.452 -0.490 1.047 0.3377



## Q
11
Properties=species:S:1:pos:R:3:mulliken_charge:R:1 method="wB97M-V/def2-TZVPD" total_charge=0 lumo_energy_ev=0.7864 e_homo_ev=-8.5406 gap_ev=9.3 spin_multiplicity=1
C -0.637 0.098 0.084 0.7627
C 0.122 1.149 0.137 -0.7819
C 0.007 -1.083 0.082 -0.6178
H -2.148 0.874 0.078 0.3303
H -2.429 -0.717 0.775 0.3096
H -0.007 2.167 0.029 0.4400
H 2.252 -1.049 0.204 0.2690
H -0.371 -2.051 0.174 0.3986
N -1.979 -0.066 -0.261 -0.6147
N 1.408 0.671 -0.042 -0.6279
N 1.392 -0.635 -0.137 0.1320



Most stable structure: P



## P
11
Properties=species:S:1:pos:R:3:mulliken_charge:R:1 method="wB97M-V/def2-TZVPD" total_charge=0 lumo_energy_ev=0.6667 e_homo_ev=-10.5205 gap_ev=11.2 spin_multiplicity=1 smiles="C=N[C@@H](N)C#N"
C 1.727 -0.374 -0.428 -0.2455
N 0.599 0.045 -0.821 -0.4523
C -0.426 -0.076 0.210 0.3001
N -0.988 1.188 0.612 -0.6408
C -1.517 -0.955 -0.265 0.1017
N -2.359 -1.660 -0.629 -0.3985
H 1.914 -1.013 0.445 0.2145
H 2.602 -0.144 -1.010 0.2679
H 0.105 -0.455 1.113 0.3519
H -0.246 1.790 0.954 0.2308
H -1.412 1.655 -0.181 0.2701



## Q
11
Properties=species:S:1:pos:R:3:mulliken_charge:R:1 method="wB97M-V/def2-TZVPD" total_charge=0 lumo_energy_ev=-0.2261 e_homo_ev=-9.7335 gap_ev=9.5 spin_multiplicity=1
N -1.011 1.316 -0.131 -0.5351
C -1.314 0.095 0.055 0.0810
C -0.553 -1.166 -0.181 -0.1122
N 0.694 -1.354 -0.244 -0.4696
C 1.489 -0.203 -0.176 0.0581
N 1.915 0.307 0.896 -0.5777
H -1.851 1.858 0.108 0.2756
H -2.289 -0.191 0.431 0.3194
H -1.210 -2.042 -0.234 0.3140
H 1.718 0.223 -1.150 0.3834
H 2.413 1.157 0.625 0.2630



Most stable structure: P



## P
11
Properties=species:S:1:pos:R:3:mulliken_charge:R:1 method="wB97M-V/def2-TZVPD" total_charge=0 lumo_energy_ev=-0.2471 e_homo_ev=-9.1708 gap_ev=8.9 spin_multiplicity=1
C 0.990 1.352 -0.310 -0.9550
C 0.007 0.222 0.065 0.8088
C 0.424 -0.813 -0.632 -0.3279
N -1.337 -1.740 0.505 -0.2886
N -1.542 -0.799 1.315 -0.2085
N -0.890 0.340 1.072 -0.4530
H 0.345 2.194 -0.533 0.2984
H 1.673 1.222 -1.174 0.3249
H 1.616 1.529 0.564 0.2588
H 0.573 -0.938 -1.699 0.2881
H -1.860 -2.570 0.828 0.2539



## Q
11
Properties=species:S:1:pos:R:3:mulliken_charge:R:1 method="wB97M-V/def2-TZVPD" total_charge=0 lumo_energy_ev="0.0685 / 0.0110" e_homo_ev="-8.0438 / -7.6248" gap_ev="8.1 / 7.6" spin_multiplicity=1
C -0.912 0.536 0.229 0.1477
C 0.872 -0.274 -0.479 0.0387
C 1.763 -0.051 0.483 -0.7863
N -0.575 -0.624 -0.272 0.5143
N -1.180 -1.297 -1.220 -0.8719
N -1.565 1.032 1.155 -0.4910
H -2.150 -0.980 -1.289 0.2203
H -1.713 2.037 1.135 0.3000
H 1.164 -0.597 -1.470 0.3943
H 1.477 0.298 1.462 0.2551
H 2.818 -0.078 0.266 0.2788



Most stable structure: P